(1)
ORCA calculation (wB97M-V/def2-TZVPD) on a cluster of 2 separate species, C7H9PS in total.

XYZ file:
```
18
Properties=species:S:1:pos:R:3:forces:R:3
C 2.13506 2.31829 2.12247 0.0 0.2 -0.7
C 1.21930 1.74649 2.96807 -1.3 -2.0 0.4
C 2.15747 2.07234 0.76156 -1.0 -0.6 -0.5
C 0.38836 0.69697 2.51035 1.0 0.8 -1.1
C 1.21229 1.19888 0.23615 -0.2 -1.1 0.2
C 0.32773 0.46390 1.10825 0.6 0.3 0.1
C -2.52624 -2.73883 -2.70201 -0.7 1.7 0.2
P -1.84101 -3.50525 -4.16276 0.9 -1.4 -0.1
S -0.71418 -0.70742 0.41166 0.1 0.1 0.3
H 2.97440 2.92289 2.33288 0.3 0.9 1.5
H 1.07647 1.91113 4.01827 0.8 0.5 0.4
H 2.90734 2.65874 0.24012 -0.2 -0.6 -0.6
H -0.04039 -0.01435 3.20857 -0.5 0.4 -0.1
H 1.14099 0.78902 -0.77867 0.3 0.9 0.1
H -3.52678 -2.43539 -3.09786 0.1 -0.7 1.2
H -2.08692 -1.71086 -2.65831 0.1 -0.8 0.6
H -2.47163 -3.27111 -1.74960 -0.3 0.2 -0.2
H -2.33226 -2.39544 -4.76912 -0.1 0.9 -1.6
```
Forces are in eV/Å.

Values from the calculation:
Multiplicity ... 3
HOMO-LUMO gap (alpha / beta) ... 8.7 / 6.8 eV
Max |F| ... 2.4 eV/Å
<S²> ... 2.031
HOMO energy (alpha / beta) ... -7.8 / -8.9 eV

=====

(2)
ORCA calculation (wB97M-V/def2-TZVPD) on a cluster of 2 separate species, C7H9PS2 in total.

XYZ file:
```
19
Properties=species:S:1:pos:R:3:forces:R:3
C -2.48833 0.81433 -0.62349 -1.8 0.0 -0.6
C -1.78996 1.96127 -0.14807 2.7 -3.3 1.5
C -1.98692 -0.30232 -0.05498 1.2 3.1 0.0
C -0.69805 1.54039 0.62157 -4.4 -1.7 -2.8
C 3.05365 0.16604 -0.15476 -1.1 -0.9 0.4
C -0.73628 0.06042 0.64060 0.5 0.2 -0.4
C 0.30075 -2.37527 -0.04909 -0.4 -0.8 -1.5
P 0.37964 -0.65045 -0.76198 0.5 0.2 0.7
S 4.04863 -0.96023 0.39724 -0.4 0.8 -0.4
S 3.05970 1.84967 -0.42009 1.0 -0.6 0.2
H -3.36705 0.84795 -1.32436 1.1 -0.1 0.9
H -2.01934 2.88618 -0.46518 -0.6 3.3 -0.7
H -2.34119 -1.21769 -0.22603 -1.1 -3.6 -0.4
H -0.08148 2.14856 1.11546 2.6 2.0 1.7
H -0.44117 -0.51992 1.49412 0.0 0.2 0.6
H 1.20072 -2.93691 -0.39753 -0.4 0.4 0.9
H -0.53125 -2.94868 -0.56551 0.7 0.8 0.4
H 0.03860 -2.40931 1.01662 0.7 -0.1 -0.3
H 4.39935 2.04596 -0.09453 -0.9 0.1 -0.2
```
Forces are in eV/Å.

Values from the calculation:
HOMO-LUMO gap (alpha / beta) ... 6.4 / 7.0 eV
Max |F| ... 5.5 eV/Å
HOMO energy (alpha / beta) ... -7.1 / -7.5 eV

=====

(3)
ORCA calculation (wB97M-V/def2-TZVPD) on a structure of composition C7HF5NSeTe4Zr.

XYZ file:
```
20
Properties=species:S:1:pos:R:3:forces:R:3
Zr 1.27410 -0.62058 0.55401 1.9 0.8 -1.2
Te 2.44156 -2.22043 2.64224 0.0 -0.1 -0.5
Te 1.19887 -3.56459 0.61936 -0.4 -0.4 0.4
Te 2.28987 -2.48205 -1.61043 0.6 0.1 -0.3
Te 0.84470 -0.25897 -2.22495 0.1 -0.4 0.3
F -3.67688 -0.68936 -1.75689 0.1 0.1 0.0
C -2.85903 -0.05235 -0.94399 0.5 0.0 0.5
C -2.76175 1.35947 -0.96578 0.2 -0.1 0.0
F -3.55476 2.03642 -1.77524 0.1 -0.1 0.1
C -1.76249 2.03841 -0.26512 0.3 -0.6 0.2
F -1.58331 3.33205 -0.45850 -0.2 0.0 -0.1
C -0.89170 1.35801 0.60870 -0.5 -0.7 0.0
Se 0.78423 1.92773 1.27573 0.3 0.3 0.2
C -1.20020 0.00992 0.76061 -0.2 0.4 -0.2
F -0.44807 -0.75922 1.68957 -1.7 0.2 0.6
C -2.01343 -0.73090 -0.07836 0.3 -0.8 0.2
F -1.71973 -2.05811 -0.07022 -1.4 0.8 -0.3
N 4.59092 0.49012 0.66585 -0.8 -0.4 -0.4
C 3.53893 0.07635 0.41824 0.7 0.7 0.6
H 5.50818 0.80808 0.91516 0.1 0.0 -0.1
```
Forces are in eV/Å.

Values from the calculation:
HOMO-LUMO gap ... 6.0 eV
Max |F| ... 2.4 eV/Å
Net charge ... +1
HOMO energy ... -11.2 eV

=====

(4)
ORCA calculation (wB97M-V/def2-TZVPD) on a cluster of 10 separate species, C80H176N10O8 in total.

XYZ file:
```
274
Properties=species:S:1:pos:R:3:forces:R:3
C 3.11026 7.00193 -1.71938 1.4 0.4 1.0
C 1.94982 7.96244 -1.39029 -1.9 0.4 -1.9
C 0.67093 7.15936 -1.19851 -1.8 0.1 0.8
C 0.45489 6.52066 0.17309 0.0 0.6 -0.2
C 0.57214 7.58687 1.29865 1.0 -1.1 -1.6
C 1.97723 8.36190 1.28663 -3.1 -1.4 0.3
N 2.17260 8.85356 -0.16305 8.9 3.3 0.2
O 3.23598 9.75007 -0.27300 -7.4 -5.3 0.4
C 3.12114 7.34585 1.60687 0.0 0.1 0.3
C 1.67899 9.47675 2.30427 2.2 0.9 -0.5
C 1.66971 8.95820 -2.59409 0.7 0.3 0.4
H 2.95495 6.45825 -2.65125 -0.2 0.8 -0.3
H 3.36223 6.20361 -1.02131 -0.9 0.0 0.7
H 4.05710 7.54026 -1.67696 0.0 0.3 -0.9
H 0.44053 6.41100 -1.95679 1.1 -0.1 -0.4
H -0.18616 7.80603 -1.38645 0.0 0.5 0.3
H 1.11763 5.65976 0.26088 0.5 0.1 0.5
H -0.53133 6.05748 0.20355 -0.3 0.2 0.0
H 0.38553 7.01891 2.21007 0.5 0.6 0.5
H -0.19362 8.35379 1.18219 -0.2 -0.2 0.0
H 2.98156 7.12126 2.66431 0.3 0.5 0.3
H 4.14545 7.65471 1.39833 -0.2 0.6 0.3
H 3.06673 6.34416 1.18053 -0.7 0.2 -0.7
H 0.97646 10.21955 1.92638 -0.2 -0.3 0.0
H 2.59971 10.03127 2.48559 0.0 0.2 0.2
H 1.37906 9.07904 3.27380 -0.2 -0.2 -0.3
H 2.53522 9.60987 -2.71370 0.0 -0.1 -0.3
H 0.81097 9.61875 -2.47437 0.0 -0.1 0.8
H 1.41827 8.47319 -3.53731 0.5 -0.6 0.2
C -7.82140 1.42229 -2.21132 0.3 0.6 -0.5
C -6.29494 1.55357 -2.52453 -1.7 0.5 -1.2
C -5.83529 0.63161 -3.63745 0.5 -0.7 0.0
C -4.37734 0.79700 -4.06221 0.3 0.9 -0.7
C -4.12025 2.24316 -4.58071 -1.0 -0.9 0.1
C -4.58013 3.37300 -3.63387 -0.7 0.7 -2.2
N -5.98169 2.99517 -3.03704 -3.2 5.6 6.8
O -6.74381 3.99638 -2.37470 5.3 -6.4 -5.2
C -4.79194 4.66565 -4.54204 -0.2 -1.1 1.5
C -3.49756 3.55789 -2.61316 0.5 1.1 1.5
C -5.56450 1.30428 -1.22374 0.7 -0.3 0.5
H -8.22730 0.41111 -2.18190 0.8 -0.4 0.0
H -8.41332 1.86870 -3.01036 0.0 0.4 0.2
H -8.01581 1.86800 -1.23580 -0.3 0.2 -0.3
H -6.40435 0.69042 -4.56525 -0.5 0.4 0.2
H -6.06477 -0.36089 -3.24966 0.2 -0.2 -0.1
H -4.23842 0.18373 -4.95255 0.2 -0.4 0.2
H -3.60169 0.55298 -3.33633 -0.2 -0.3 0.4
H -4.61178 2.29374 -5.55229 -0.2 0.4 0.0
H -3.06167 2.41664 -4.77414 0.0 0.0 0.1
H -4.76756 5.61621 -4.00917 -0.3 -0.2 0.3
H -5.78891 4.47158 -4.93763 0.3 0.7 -0.8
H -3.96667 4.69754 -5.25338 -0.4 -0.2 -0.3
H -3.07034 2.68660 -2.11673 -0.4 -0.3 -0.2
H -3.74140 4.29143 -1.84468 -0.4 -0.1 0.2
H -2.65942 4.05363 -3.10292 -0.1 -0.1 -0.5
H -5.92534 0.31603 -0.93869 0.0 -0.1 0.1
H -5.81800 1.97330 -0.40140 -0.2 0.2 -0.3
H -4.48026 1.22660 -1.30435 0.1 0.1 -0.2
C 6.11478 4.33606 -0.47949 -1.7 -0.5 -0.9
C 6.04336 3.12775 -1.64833 0.4 -0.3 1.7
C 6.16204 1.75391 -0.87140 -1.6 0.4 -0.2
C 4.81922 1.20565 -0.32752 0.6 0.0 -0.3
C 3.78174 1.11530 -1.45995 1.0 -0.2 0.6
C 3.43933 2.50273 -2.02712 -0.9 -1.9 -1.6
N 4.71450 3.22263 -2.46847 -1.3 7.1 -2.6
O 4.53869 4.28183 -3.33551 1.4 -7.2 5.5
C 2.72860 3.31161 -0.96610 -0.1 0.9 0.8
C 2.47044 2.34032 -3.24920 0.5 0.9 -0.3
C 7.17179 3.24784 -2.60381 1.1 0.7 -0.9
H 6.11397 5.31766 -0.95336 0.3 -0.1 -0.1
H 6.86826 4.25051 0.30348 1.0 -0.5 -1.0
H 5.26017 4.29533 0.19585 -0.7 -0.1 -0.4
H 6.86610 1.91463 -0.05497 0.0 0.0 -0.2
H 6.52714 0.91654 -1.46605 0.4 0.5 -0.5
H 4.44606 1.76625 0.52956 -0.1 0.1 0.0
H 5.11109 0.21730 0.02757 -0.5 -0.1 0.2
H 2.87639 0.61692 -1.11344 -0.4 0.5 0.2
H 4.13242 0.40006 -2.20396 0.4 0.4 -0.4
H 3.35839 3.56136 -0.11224 0.3 0.5 -0.4
H 1.94162 2.77605 -0.43512 -0.2 -0.7 -0.6
H 2.24350 4.17601 -1.41954 0.3 0.3 0.2
H 2.83130 1.81104 -4.13110 0.7 -0.2 0.3
H 2.24563 3.33329 -3.63855 -0.3 0.0 0.1
H 1.53880 1.83457 -2.99555 0.1 0.2 0.6
H 7.11435 4.09116 -3.29200 -0.3 0.0 0.0
H 7.32094 2.33157 -3.17504 0.0 0.0 0.0
H 8.08424 3.45958 -2.04639 0.1 -0.3 0.2
C -3.66921 1.89169 7.02170 0.0 -0.7 -1.2
C -3.62288 3.28612 6.22953 0.8 -1.1 3.7
C -3.81566 4.50053 7.28023 0.6 -0.1 -0.1
C -3.35366 5.85024 6.75304 0.5 -1.1 -0.7
C -1.83375 5.75420 6.43168 -1.0 0.8 0.6
C -1.47265 4.71918 5.33963 1.1 0.6 0.6
N -2.13842 3.40565 5.70810 2.6 -5.7 -4.9
O -1.46421 2.25993 5.20300 -4.5 7.0 3.6
C 0.08058 4.52922 5.31104 -0.6 0.3 -1.1
C -1.97531 5.17604 3.88572 0.0 0.3 0.9
C -4.67820 3.39224 5.13903 0.3 0.4 -0.8
H -2.80782 1.57098 7.60757 0.2 1.1 0.2
H -3.75036 1.03272 6.35560 0.0 0.2 -0.8
H -4.54641 1.68993 7.63645 -0.2 1.1 0.2
H -3.28694 4.30071 8.21223 0.2 -0.5 -0.1
H -4.84895 4.65508 7.59092 -0.3 -0.8 -0.4
H -3.64797 6.59581 7.49169 0.5 0.2 -0.1
H -3.96829 6.01539 5.86814 0.2 0.6 -0.2
H -1.29880 5.55951 7.36121 0.0 -0.7 0.1
H -1.37888 6.71538 6.19226 -0.2 0.1 -0.7
H 0.31312 3.86922 4.47533 0.2 -0.5 0.5
H 0.54965 4.29799 6.26739 -0.4 -0.5 0.0
H 0.58871 5.44308 5.00321 -0.6 0.5 0.1
H -1.44230 6.08630 3.61107 0.4 0.0 0.5
H -3.00362 5.53716 3.90154 -0.1 -0.6 0.0
H -1.75605 4.47182 3.08316 -0.3 -0.3 0.3
H -4.62283 2.68195 4.31409 0.4 -0.2 0.1
H -4.65319 4.40144 4.72793 -0.3 -0.1 0.0
H -5.65065 3.22347 5.60158 0.1 0.1 0.3
C 0.76745 2.97333 8.89801 -0.3 0.6 -0.2
O -0.20467 2.28963 8.07851 -0.1 -0.9 -0.1
C -0.27214 0.87951 8.32412 0.7 0.1 0.3
C 0.02973 0.09556 7.03181 -0.1 1.4 -0.7
N 1.09489 0.85681 6.19876 1.8 -1.1 0.7
H 0.84635 1.80281 5.94692 -1.1 0.5 -0.1
H 1.91052 1.04899 6.76259 0.4 -0.1 1.0
C 1.66457 0.17997 4.93891 -1.7 0.7 1.0
C 2.67896 1.10177 4.30527 0.1 -1.3 1.4
O 2.03865 2.29564 4.07911 -0.1 1.3 -1.0
C 2.70518 3.18130 3.13430 0.0 -1.8 0.1
H 0.51832 2.91004 9.95727 0.2 -0.3 0.0
H 0.71751 4.02644 8.62133 -0.1 0.0 0.0
H 1.77605 2.64654 8.64497 0.1 -0.3 0.4
H -1.21483 0.56495 8.77188 -0.4 0.1 -0.5
H 0.41246 0.54886 9.10520 0.5 0.4 0.0
H -0.83519 0.12388 6.36908 -0.1 -0.3 0.1
H 0.37509 -0.91868 7.23220 0.1 0.1 -0.1
H 0.69859 0.17755 4.43396 0.4 -1.0 -1.1
H 2.12196 -0.77010 5.21507 -0.4 -0.1 -0.1
H 3.16367 0.59117 3.47314 -0.2 0.2 -0.6
H 3.45012 1.13730 5.07479 0.6 0.6 0.0
H 1.99637 3.96298 2.86108 0.5 0.3 0.4
H 2.89627 2.56854 2.25333 -0.2 0.0 -0.5
H 3.71538 3.40575 3.47668 -0.3 0.9 0.3
C -1.22538 -3.07952 -9.82345 0.7 -0.2 -0.3
O -1.83308 -3.97049 -8.88690 0.7 0.1 0.9
C -1.40372 -5.32947 -8.98682 -2.7 -0.4 0.4
C -2.39148 -6.10452 -7.99845 0.3 1.4 0.2
N -2.27524 -5.40783 -6.55973 -1.0 -1.2 -0.5
H -1.32822 -5.56746 -6.24703 0.3 0.1 0.2
H -2.47259 -4.41801 -6.59713 0.5 0.6 -0.9
C -3.27803 -5.86116 -5.51077 0.2 -0.9 -0.6
C -2.98983 -5.19415 -4.19632 -0.1 -0.4 0.1
O -3.17270 -3.79861 -4.33500 0.5 -0.5 0.0
C -2.65396 -3.08886 -3.24943 -0.3 0.5 -0.2
H -1.22291 -2.06807 -9.41717 -0.5 0.0 0.0
H -1.67205 -3.12312 -10.81677 -0.4 0.1 0.2
H -0.17280 -3.31940 -9.97389 0.2 -0.3 0.1
H -0.35352 -5.53993 -8.78463 0.2 0.3 0.2
H -1.64944 -5.64278 -10.00149 0.2 -0.6 0.0
H -2.24783 -7.18048 -7.89957 0.6 0.1 0.2
H -3.45382 -5.99073 -8.21429 0.2 0.4 -0.5
H -3.18792 -6.94595 -5.45411 -0.1 0.0 0.3
H -4.27733 -5.63784 -5.88444 0.1 0.1 0.0
H -1.98466 -5.46697 -3.87491 0.8 0.4 -0.2
H -3.56296 -5.62869 -3.37729 -0.8 0.1 -0.2
H -1.61453 -3.34262 -3.04136 0.4 -0.1 -0.1
H -3.20491 -3.26476 -2.32552 -0.3 -0.1 0.1
H -2.72856 -2.03944 -3.53448 0.0 0.1 0.3
C 2.95339 -2.27977 -2.75504 0.5 0.6 1.3
C 2.19392 -2.52472 -4.00733 -0.1 0.0 -0.5
C 1.86343 -1.19148 -4.60650 0.2 0.6 -2.6
N 1.52863 -1.23624 -6.16990 1.1 0.1 1.0
C 2.84254 -1.51877 -6.97718 -0.4 -0.7 1.6
C 0.97454 0.09141 -6.61544 0.2 0.6 -0.5
C -0.44752 0.13007 -6.16474 -0.4 0.6 0.8
C -0.91474 -1.30323 -6.20909 0.5 -1.3 -0.1
C 0.37877 -2.18416 -6.44297 -0.2 1.1 -0.5
H 3.83437 -1.65347 -2.89551 0.2 -0.3 -0.4
H 3.27481 -3.19283 -2.25394 -0.1 0.2 0.0
H 2.35074 -1.66096 -2.09022 -0.2 -0.2 0.5
H 1.25666 -3.03137 -3.77721 0.1 -0.5 -0.2
H 2.85817 -3.08592 -4.66454 -0.4 -0.3 -0.2
H 2.75376 -0.56270 -4.60056 -0.1 0.1 0.2
H 1.04194 -0.66578 -4.11977 0.0 -0.1 0.0
H 2.72075 -1.41616 -8.05549 -0.2 0.1 0.2
H 3.16621 -2.52283 -6.70295 -0.3 -0.2 -0.4
H 3.64325 -0.90985 -6.55745 -0.3 0.6 -0.4
H 1.01492 0.08150 -7.70465 0.2 0.2 0.0
H 1.53840 0.93358 -6.21430 0.4 -0.2 -0.2
H -1.09440 0.86454 -6.64454 0.3 -0.3 -0.7
H -0.50613 0.46899 -5.13043 0.2 0.0 0.3
H -1.56591 -1.53377 -7.05225 -0.3 0.1 0.3
H -1.37871 -1.46820 -5.23666 -0.3 -0.7 -0.3
H 0.48142 -2.39900 -7.50664 -0.2 -0.2 0.0
H 0.47140 -3.12154 -5.89447 0.0 0.3 0.1
C -0.83438 2.80816 0.82322 -0.9 1.2 0.2
C -0.98515 1.49367 0.15792 0.4 -1.5 0.2
C -1.02135 0.49845 1.34902 -0.2 -1.2 -0.7
N -0.82369 -1.00846 1.06237 -0.6 -2.1 0.9
C 0.60122 -1.26928 0.60389 -1.6 0.3 -0.2
C -1.22910 -1.90859 2.30776 -0.2 0.7 -0.5
C -2.78205 -1.99151 2.24423 0.0 -0.1 1.3
C -3.21647 -1.59739 0.86022 0.9 0.3 -1.1
C -1.89333 -1.63215 0.07191 0.6 2.6 -0.1
H 0.11307 2.89301 1.35540 0.1 0.1 -0.2
H -1.61535 2.90873 1.57693 -0.1 0.3 0.0
H -0.96803 3.58584 0.07126 0.2 0.3 0.3
H -0.13925 1.43674 -0.52715 0.4 -0.8 0.1
H -1.84812 1.41271 -0.50301 -0.3 0.1 0.4
H -1.96370 0.55296 1.89409 -0.2 0.2 -0.3
H -0.26478 0.77425 2.08363 0.3 -0.2 -0.1
H 0.61644 -0.86599 -0.40864 0.4 -0.1 0.0
H 0.74958 -2.34898 0.58555 0.2 0.2 0.1
H 1.29351 -0.71524 1.23782 0.0 -0.3 0.0
H -0.75182 -2.87829 2.16633 0.1 0.1 -0.2
H -0.83351 -1.44770 3.21285 -0.1 0.0 0.0
H -3.25155 -2.95418 2.44658 0.8 -0.3 0.3
H -3.21235 -1.35522 3.01759 0.0 0.2 -0.1
H -3.91009 -2.31474 0.42159 -0.1 0.3 0.1
H -3.64786 -0.59662 0.88166 -0.1 -0.1 -0.4
H -1.60727 -2.61738 -0.29631 0.4 0.0 0.5
H -1.76371 -0.90865 -0.73299 -0.7 -0.3 -0.5
C 2.94108 -10.32239 -2.47021 -0.3 0.1 -0.3
C 2.92728 -9.00167 -1.72976 -0.3 -0.7 1.7
C 1.87042 -8.04862 -2.23167 1.3 0.0 0.4
N 1.93993 -6.66578 -1.54779 0.2 1.6 -0.4
C 3.27389 -5.90228 -1.88277 -1.0 -1.3 0.9
C 1.57390 -6.54903 -0.02838 0.5 -0.7 -0.9
C 1.06037 -5.12327 0.17917 0.1 -0.4 0.2
C 0.31718 -4.82007 -1.11731 0.8 -0.2 -0.1
C 0.84672 -5.83919 -2.14285 -1.1 0.5 -0.7
H 1.99778 -10.86761 -2.43829 -0.2 0.2 0.0
H 3.65025 -10.97808 -1.96499 0.3 0.1 -0.6
H 3.16824 -10.07974 -3.50830 0.4 -0.7 -0.1
H 3.95155 -8.63046 -1.69562 -0.1 0.5 -0.5
H 2.73828 -9.26449 -0.68893 -0.3 0.2 0.3
H 0.84625 -8.40348 -2.11664 0.1 -0.1 0.1
H 2.10778 -7.88771 -3.28328 -0.4 0.4 -0.2
H 3.35896 -5.75527 -2.95945 -0.3 0.0 0.1
H 4.11154 -6.52609 -1.57084 -0.1 0.2 0.2
H 3.18306 -4.97959 -1.30962 0.4 -0.1 -0.2
H 2.39107 -6.88843 0.60812 0.1 0.1 -0.2
H 0.74358 -7.24852 0.06851 0.0 -0.1 0.1
H 1.82331 -4.37406 0.39060 0.4 -0.3 -0.1
H 0.40129 -5.11237 1.04727 -0.1 -0.1 0.0
H 0.64411 -3.85174 -1.49621 -0.7 0.4 0.2
H -0.75679 -4.92898 -0.96626 0.0 0.3 -0.3
H 1.18352 -5.29744 -3.02670 0.4 -0.3 0.0
H 0.03058 -6.46759 -2.49941 0.2 -0.3 0.3
C -2.38067 -4.43332 5.49431 0.6 -0.3 0.2
C -1.48532 -5.64259 5.91063 -0.2 1.3 -1.0
C -0.19405 -5.50382 5.07285 0.0 -1.4 1.4
N 0.57919 -6.82678 4.98162 0.6 0.0 -3.2
C -0.11974 -7.68974 3.82372 1.1 0.4 2.3
C 0.86766 -7.69702 6.24258 -0.2 1.5 -0.2
C 2.24107 -8.31691 6.01894 -0.4 -0.6 0.1
C 2.85966 -7.65904 4.76367 0.0 0.1 0.9
C 2.00108 -6.43642 4.48415 -0.3 -1.4 0.4
H -1.80837 -3.50724 5.54854 0.3 0.2 0.5
H -3.27402 -4.29829 6.10407 0.0 -0.2 -0.2
H -2.60831 -4.48253 4.42948 -0.5 -0.4 0.0
H -2.01035 -6.58217 5.73850 0.0 0.1 -0.1
H -1.24326 -5.59125 6.97217 0.0 0.0 -0.1
H 0.46297 -4.76128 5.52570 0.1 -0.2 0.4
H -0.30023 -5.13196 4.05376 -0.5 -0.4 -0.2
H -0.05348 -7.21446 2.84503 -0.4 0.6 0.4
H -1.09930 -7.81602 4.28483 -0.1 -0.4 -0.9
H 0.44348 -8.61584 3.70876 -0.3 -0.1 0.5
H 0.11056 -8.43923 6.49563 -0.4 0.3 -0.4
H 0.86709 -6.90546 6.99194 0.2 -0.4 0.4
H 2.13062 -9.39298 5.88493 0.1 0.0 -0.1
H 2.75828 -8.21729 6.97323 0.5 0.2 -0.3
H 2.79031 -8.29905 3.88408 0.2 -0.3 0.3
H 3.90206 -7.38386 4.92420 0.0 -0.1 -0.1
H 2.00554 -6.38438 3.39540 -0.4 1.0 0.1
H 2.31430 -5.55335 5.04109 0.0 0.0 -0.3
```
Forces are in eV/Å.

Values from the calculation:
HOMO-LUMO gap ... 4.8 eV
Max |F| ... 9.8 eV/Å
Net charge ... +10
HOMO energy ... -25.7 eV